No. 1
Formula: C12H19ClINO2PRh
Source: the Open Molecules 2025 dataset
Level of theory: the ωB97M-V functional and the def2-TZVPD basis

Last column: Mulliken charge in e.
Geometry (Å):
C  1.81  -4.18  -5.57  -0.99
C  2.25  -3.02  -4.72  0.61
H  2.59  -4.42  -6.30  0.32
H  0.89  -3.92  -6.11  0.37
H  1.62  -5.05  -4.94  0.36
O  3.29  -2.42  -4.73  -0.26
I  0.69  -2.46  -3.29  0.40
Rh  -0.15  0.10  -0.26  0.09
P  -1.01  1.43  -1.78  1.19
C  -0.44  3.16  -1.72  -1.34
C  -0.65  0.87  -3.47  -1.00
H  -3.23  0.56  -1.44  0.33
H  -3.23  2.02  -2.50  0.44
H  -3.04  2.21  -0.73  0.32
C  -2.81  1.57  -1.59  -1.25
H  -0.96  -0.18  -3.57  0.15
H  -1.20  1.50  -4.19  0.42
H  -0.99  3.75  -2.47  0.41
H  0.63  3.20  -1.92  0.40
H  0.43  0.95  -3.65  0.31
H  -0.65  3.56  -0.72  0.35
C  1.23  1.21  0.09  0.13
O  2.14  1.91  0.29  -0.33
Cl  -1.68  -1.61  -0.88  -0.49
N  -1.44  0.09  1.54  -0.49
C  -0.93  -0.03  2.88  0.45
C  -1.57  0.67  3.90  -0.25
C  -1.13  0.50  5.22  -0.45
C  -0.04  -0.33  5.49  -0.51
C  0.61  -1.01  4.46  -0.47
C  0.15  -0.87  3.13  0.09
H  -2.06  0.89  1.47  0.21
H  -2.04  -0.71  1.32  0.36
H  -2.41  1.34  3.68  0.41
H  -1.63  1.02  6.03  0.43
H  0.33  -0.43  6.52  0.42
H  1.48  -1.64  4.66  0.42
H  0.65  -1.40  2.31  0.46

The calculation puts the HOMO-LUMO gap (spin up / spin down) at 5.304 / 3.926 eV. The spin multiplicity is 5. The max |F| comes out at 0.105 hartree/bohr. As for the total charge: +2.

***

No. 2
Formula: C7H18FN2O2S
Source: the Open Molecules 2025 dataset
Level of theory: the ωB97M-V functional and the def2-TZVPD basis

Last column: Mulliken charge in e.
Geometry (Å):
C  2.07  -0.41  -2.32  -1.22
C  1.45  -0.88  -1.00  -0.46
C  0.85  0.22  -0.10  -0.53
N  0.27  1.39  -0.79  -0.18
S  -0.95  1.10  -1.85  0.18
C  -2.48  1.35  -0.94  -0.54
C  -3.55  0.33  -1.26  -0.48
C  -3.11  -1.12  -1.07  -0.42
F  -4.10  -1.86  -0.50  -0.30
H  1.90  -1.17  -3.07  0.30
H  3.14  -0.32  -2.26  0.38
H  1.67  0.51  -2.72  0.35
H  0.73  -1.67  -1.15  0.40
H  2.24  -1.32  -0.42  0.40
H  1.62  0.58  0.56  0.21
H  0.07  -0.21  0.51  0.29
H  0.96  1.99  -1.23  0.36
H  -0.94  -0.23  -2.10  0.18
H  -2.83  2.32  -1.27  0.40
H  -2.28  1.45  0.12  0.40
H  -4.39  0.50  -0.62  0.37
H  -3.92  0.48  -2.27  0.32
H  -2.20  -1.18  -0.49  0.24
H  -2.89  -1.56  -2.05  0.35
C  2.16  -0.17  4.65  -0.71
N  2.65  0.10  3.27  0.84
O  2.51  -0.77  2.43  -0.51
O  3.15  1.19  3.06  -0.50
H  1.74  -1.16  4.68  0.32
H  3.02  -0.08  5.31  0.28
H  1.41  0.58  4.88  0.29

For the relative energy (zero: lowest compared OMol25 entry of this formula, charge and spin), the calculation gives 0.000 eV. The calculation puts the HOMO-LUMO gap at 10.707 eV. The max |F| comes out at 0.023 hartree/bohr. As for the total charge: +1.

***

No. 3
Formula: C25H25N4O2STi
Source: the Open Molecules 2025 dataset
Level of theory: the ωB97M-V functional and the def2-TZVPD basis

Last column: Mulliken charge in e.
Geometry (Å):
Ti  -0.42  0.35  0.12  0.22
C  -2.74  2.89  0.62  -1.51
C  -1.35  3.29  1.02  1.28
C  -1.04  4.64  1.22  -0.88
C  0.24  5.00  1.60  -0.55
C  1.18  4.00  1.83  -1.04
C  0.80  2.69  1.64  0.86
N  -0.43  2.34  1.20  0.36
C  1.66  1.53  1.97  0.23
C  2.85  1.58  2.68  -0.72
C  3.46  0.38  3.04  -1.03
C  2.85  -0.83  2.73  -0.72
C  1.66  -0.80  2.01  -0.54
N  1.13  0.36  1.59  0.55
C  0.79  -1.95  1.73  1.14
C  1.10  -3.26  2.04  -0.83
C  0.13  -4.23  1.88  -0.73
C  -1.13  -3.86  1.44  -0.71
C  -1.38  -2.54  1.10  0.91
C  -2.73  -2.08  0.63  -1.47
N  -0.41  -1.60  1.20  0.51
H  -3.47  3.51  1.14  0.57
H  -2.93  1.85  0.89  0.12
H  -2.87  3.00  -0.45  0.22
H  -1.80  5.38  1.06  0.46
H  0.50  6.04  1.73  0.46
H  2.18  4.25  2.15  0.41
H  3.28  2.52  2.99  0.41
H  4.38  0.39  3.59  0.46
H  3.28  -1.76  3.06  0.42
H  2.08  -3.52  2.43  0.42
H  0.34  -5.27  2.12  0.47
H  -1.93  -4.59  1.35  0.50
H  -3.51  -2.62  1.16  0.56
H  -2.86  -2.27  -0.44  0.21
H  -2.87  -1.02  0.82  0.13
O  -2.72  1.69  -2.98  -0.70
C  -1.88  1.11  -2.33  0.21
O  -1.14  1.60  -1.39  -0.60
C  -1.62  -0.37  -2.59  0.06
C  -2.18  -1.00  -3.69  -0.63
C  -1.87  -2.34  -3.92  -0.61
C  -1.02  -2.99  -3.04  -0.93
C  -0.52  -2.29  -1.95  -0.75
N  -0.83  -1.01  -1.72  1.48
H  -2.83  -0.43  -4.34  0.60
H  -2.29  -2.86  -4.77  0.45
H  -0.73  -4.02  -3.19  0.48
H  0.14  -2.77  -1.24  0.40
C  2.82  -0.65  -1.35  -0.77
S  1.83  0.86  -1.26  0.38
C  1.50  1.09  -3.01  -1.03
H  2.25  -1.45  -1.82  0.14
H  3.09  -0.94  -0.34  0.21
H  3.73  -0.45  -1.91  0.46
H  2.44  1.25  -3.53  0.48
H  0.86  1.96  -3.11  0.30
H  0.99  0.22  -3.42  0.21

For the relative energy (zero: lowest compared OMol25 entry of this formula, charge and spin), the calculation gives 0.721 eV. The calculation puts the HOMO-LUMO gap (spin up / spin down) at 5.796 / 8.253 eV. The spin multiplicity is 3. The max |F| comes out at 0.014 hartree/bohr. As for the total charge: +1.

***

No. 4
Formula: C20H46ClN6O5
Source: the Open Molecules 2025 dataset
Level of theory: the ωB97M-V functional and the def2-TZVPD basis

Last column: Mulliken charge in e.
Geometry (Å):
C  3.62  -1.03  -0.75  -0.86
O  3.36  0.14  -1.51  -0.44
C  3.53  1.35  -0.80  -0.57
C  2.37  2.32  -1.05  -0.71
C  1.41  2.53  0.15  -1.03
C  0.09  1.80  -0.04  -0.58
C  0.34  0.29  -0.04  0.46
C  -0.82  -0.61  -0.54  -1.13
N  -2.02  0.13  -0.93  0.34
N  -3.12  0.26  -0.16  0.19
N  -4.02  0.98  -0.76  -0.28
N  -3.56  1.33  -1.92  -0.30
C  -2.33  0.80  -2.03  0.62
Cl  -1.33  0.93  -3.34  -0.01
H  3.11  -1.86  -1.23  0.27
H  3.22  -0.95  0.25  0.34
H  4.68  -1.28  -0.73  0.36
H  3.68  1.16  0.26  0.32
H  4.44  1.83  -1.16  0.44
H  1.82  1.96  -1.91  0.32
H  2.80  3.27  -1.32  0.45
H  1.91  2.19  1.05  0.49
H  1.22  3.59  0.25  0.39
H  -0.53  2.05  0.82  0.33
H  -0.38  2.15  -0.95  0.23
H  1.23  0.03  -0.61  -0.13
H  0.53  0.01  0.99  0.53
H  -0.50  -1.17  -1.42  0.51
H  -1.11  -1.30  0.24  0.19
H  -3.24  -0.14  0.76  0.25
C  5.24  -4.39  0.87  -0.86
O  5.26  -4.04  -0.50  -0.15
C  6.42  -4.50  -1.21  -0.88
C  6.06  -5.59  -2.19  -0.19
N  5.67  -6.81  -1.51  -0.30
C  5.10  -7.84  -2.38  -0.69
C  3.81  -7.53  -3.12  -0.47
O  2.67  -7.39  -2.28  -0.43
C  2.48  -6.12  -1.71  -0.53
H  4.42  -3.86  1.33  0.23
H  5.09  -5.47  1.01  0.33
H  6.17  -4.10  1.36  0.37
H  7.19  -4.83  -0.51  0.42
H  6.82  -3.64  -1.76  0.37
H  6.94  -5.79  -2.82  0.39
H  5.27  -5.20  -2.84  0.16
H  4.99  -6.59  -0.80  0.07
H  4.93  -8.72  -1.76  0.38
H  5.86  -8.12  -3.12  0.39
H  3.59  -8.38  -3.77  0.35
H  3.90  -6.65  -3.78  0.34
H  2.83  -5.32  -2.37  0.26
H  2.97  -6.03  -0.74  0.17
H  1.41  -5.99  -1.55  0.31
C  -6.93  6.23  4.54  -0.72
O  -7.00  4.92  4.00  -0.35
C  -7.77  4.80  2.82  -0.82
C  -6.89  4.48  1.63  -0.14
N  -6.04  5.61  1.27  -0.29
C  -5.00  5.32  0.29  -1.06
C  -3.93  4.30  0.66  0.11
O  -3.04  4.72  1.68  -0.45
C  -3.49  4.51  3.01  -0.60
H  -6.46  6.16  5.52  0.24
H  -6.34  6.90  3.91  0.30
H  -7.93  6.65  4.66  0.35
H  -8.36  5.71  2.64  0.41
H  -8.47  3.97  2.96  0.39
H  -7.52  4.24  0.77  0.38
H  -6.31  3.59  1.88  0.13
H  -5.60  5.97  2.11  0.09
H  -4.50  6.25  0.06  0.40
H  -5.49  4.98  -0.63  0.42
H  -3.30  4.15  -0.22  0.30
H  -4.35  3.31  0.91  0.14
H  -4.13  3.63  3.10  0.29
H  -4.03  5.38  3.39  0.19
H  -2.61  4.37  3.64  0.30

The calculation puts the HOMO-LUMO gap at 5.764 eV. The max |F| comes out at 0.018 hartree/bohr. As for the total charge: +1.

***

No. 5
Formula: C20H30CaClF7LiMgN4O5P2
Source: the Open Molecules 2025 dataset
Level of theory: the ωB97M-V functional and the def2-TZVPD basis

Last column: Mulliken charge in e.
Geometry (Å):
C  -2.18  -0.60  2.69  -0.17
C  -1.97  0.64  1.60  0.21
O  -1.08  1.58  1.96  -0.25
O  -2.78  0.66  0.36  -0.08
C  -2.09  1.34  -0.74  -0.34
C  -3.07  1.62  -2.06  -0.31
C  -3.82  0.27  -2.61  -0.27
C  -3.07  -0.37  -3.97  -0.35
C  -1.89  -1.36  -3.40  -0.41
C  -0.55  -1.45  -4.37  -0.67
C  0.64  -2.24  -3.52  0.38
N  0.24  -2.84  -2.20  -0.30
C  1.38  -3.49  -1.47  0.37
C  1.06  -4.18  0.00  -0.57
C  2.21  -4.90  0.92  -0.28
C  3.74  -4.95  0.33  0.63
P  5.07  -5.84  1.40  0.30
O  5.24  -7.42  0.61  -0.46
O  4.25  -6.20  2.92  -0.47
C  4.05  -4.27  -1.15  -1.01
C  2.88  -3.53  -2.09  0.46
N  3.34  -3.00  -3.42  -0.47
C  2.16  -2.36  -4.09  0.10
N  2.42  -1.74  -5.48  -0.53
H  -2.00  -1.66  2.22  0.40
H  -1.45  -0.40  3.61  -0.39
H  -3.28  -0.49  3.14  0.41
H  -1.13  0.71  -1.01  0.28
H  -1.68  2.43  -0.44  0.35
H  -2.38  2.02  -2.95  0.23
H  -3.88  2.40  -1.72  0.30
H  -3.79  -0.55  -1.76  -0.27
H  -4.96  0.47  -2.88  0.37
H  -3.86  -1.05  -4.51  0.44
H  -2.71  0.48  -4.69  -0.17
H  -1.64  -0.98  -2.30  0.02
H  -2.34  -2.46  -3.35  0.29
H  -0.21  -0.32  -4.54  0.36
H  -0.78  -1.98  -5.39  0.26
H  -0.05  -4.16  0.40  0.29
H  1.87  -5.34  1.97  0.13
H  4.28  -7.63  0.31  0.34
H  3.39  -6.71  2.73  0.33
H  5.16  -4.35  -1.56  0.29
H  2.19  -2.46  -6.20  0.30
H  1.88  -0.86  -5.60  0.32
Ca  -4.64  -0.61  -0.09  1.30
F  0.89  2.82  5.66  -0.20
P  0.84  1.40  5.03  0.81
F  1.76  0.34  4.36  -0.37
F  -0.62  1.71  4.58  -0.36
F  1.32  2.04  3.69  -0.28
F  -0.04  0.22  5.55  -0.34
F  1.70  1.26  6.31  -0.35
C  1.44  6.86  6.61  -0.90
C  0.67  5.53  6.55  0.08
O  1.44  4.67  5.89  -0.20
H  1.64  7.26  5.61  0.40
H  0.85  7.61  7.15  0.29
H  2.40  6.76  7.14  0.30
H  -0.31  5.78  6.14  0.25
H  0.41  5.30  7.60  0.24
C  -2.17  4.04  -6.49  -0.73
C  -2.41  2.56  -6.74  0.48
N  -2.62  1.33  -6.94  -0.54
H  -1.14  4.30  -6.76  0.28
H  -2.85  4.64  -7.11  0.29
H  -2.34  4.28  -5.44  0.25
Mg  -2.19  -1.78  4.84  0.18
F  0.41  2.94  0.86  -0.79
Cl  2.49  8.11  8.21  -0.42
Li  4.25  -1.86  0.06  0.93

The calculation puts the HOMO-LUMO gap at 2.377 eV. The max |F| comes out at 0.206 hartree/bohr. As for the total charge: +1.

***

No. 6
Formula: C6H12N2O4
Source: the Open Molecules 2025 dataset
Level of theory: the ωB97M-V functional and the def2-TZVPD basis

Last column: Mulliken charge in e.
Geometry (Å):
C  0.86  -1.65  0.24  0.26
C  -0.46  -1.67  0.15  0.32
C  -0.11  0.56  0.47  0.31
C  -0.21  0.85  2.00  -1.65
C  2.88  1.03  -1.27  -0.67
C  -2.94  0.64  -1.02  -0.71
N  1.21  0.22  0.19  -0.42
N  -1.13  -0.46  0.23  0.02
O  1.84  -2.44  0.57  -0.50
O  -1.14  -2.86  -0.01  -0.49
O  1.51  0.51  -1.16  -0.22
O  -1.97  -0.38  -1.02  -0.35
H  -0.43  1.49  0.04  0.53
H  -1.25  0.80  2.36  0.36
H  0.24  1.76  2.26  0.41
H  0.28  0.13  2.55  0.41
H  2.84  1.86  -0.61  0.32
H  2.95  1.25  -2.32  0.25
H  3.73  0.49  -0.99  0.27
H  -3.47  0.51  -1.86  0.35
H  -2.32  1.55  -1.31  0.27
H  -3.59  0.71  -0.12  0.25
H  2.72  -2.13  0.35  0.36
H  -2.03  -2.77  0.26  0.32

For the relative energy (zero: lowest compared OMol25 entry of this formula, charge and spin), the calculation gives 8.490 eV. The calculation puts the HOMO-LUMO gap at 8.752 eV. The max |F| comes out at 0.108 hartree/bohr.